[1]
Formula: C14H51N25O11P
Source: OMol25
Level of theory: ωB97M-V/def2-TZVPD

```
! RIJCOSX wB97M-V def2-TZVPD def2/J DEFGRID3
* xyz 1 1
N 1.51191 0.45391 0.07667
P 0.61884 0.41043 -1.24740
N -1.11571 0.14837 -0.98040
C -1.64629 -1.17059 -0.67528
C -3.14755 -0.82437 -0.59404
N -3.30659 0.58931 -0.84959
C -2.03206 1.24528 -1.09139
H 0.86559 0.34208 0.87445
H 1.08113 -0.71505 -2.03488
H 0.75507 1.66470 -1.92180
H -1.13244 -2.17574 -0.53454
H -3.97679 -1.56750 -0.35748
H -4.21775 1.06714 -0.86531
H -1.85811 2.34750 -1.32101
C 4.46786 3.46835 1.17371
O 5.30554 4.24154 1.61516
N 4.34221 3.18996 -0.14841
N 3.58249 2.81426 1.95978
H 3.65894 2.55536 -0.52296
H 4.97814 3.65173 -0.78009
H 3.63061 2.98376 2.95483
H 2.88909 2.17720 1.60732
C -4.80035 -2.60767 2.25230
O -4.12692 -2.93392 1.27589
N -4.46101 -2.94121 3.51807
N -5.94054 -1.88634 2.14540
H -4.99758 -2.68452 4.32760
H -3.61698 -3.47961 3.64112
H -6.22983 -1.61814 1.21896
H -6.50355 -1.61059 2.93012
C -5.74254 -7.28686 1.76928
O -6.26362 -8.38554 1.66052
N -5.60555 -6.66067 2.96177
N -5.25545 -6.59722 0.70909
H -5.18082 -5.75821 3.07318
H -5.95558 -7.14237 3.77807
H -5.33780 -7.02903 -0.19709
H -4.82386 -5.69298 0.78063
C 6.05961 0.47370 -2.33172
O 5.40105 1.48457 -2.53073
N 6.70103 -0.18786 -3.32551
N 6.20529 -0.07264 -1.09971
H 7.24642 -1.01849 -3.18336
H 6.61665 0.18808 -4.25610
H 5.74314 0.39157 -0.33401
H 6.74131 -0.90097 -0.91495
C 1.18705 5.28112 -1.94375
O 1.82564 4.92784 -2.92378
N 1.57401 4.99623 -0.67609
N 0.03228 5.98924 -2.03956
H 1.06162 5.27608 0.14065
H 2.42977 4.47118 -0.56083
H -0.28857 6.22100 -2.96596
H -0.50709 6.28950 -1.24796
C 0.39743 -3.22575 2.89353
O 1.13762 -3.06681 3.84726
N 0.70020 -4.05265 1.86133
N -0.79776 -2.58781 2.78030
H 0.10417 -4.19812 1.06725
H 1.57867 -4.54379 1.90938
H -1.05789 -1.96520 3.52827
H -1.42374 -2.70439 2.00320
C -0.08003 1.16772 -5.65680
O -0.60506 0.06758 -5.75521
N 0.06011 1.80356 -4.46251
N 0.40502 1.84615 -6.71911
H 0.48776 2.70788 -4.35386
H -0.29003 1.32735 -3.64854
H 0.32037 1.40727 -7.62520
H 0.83866 2.74950 -6.65460
C 2.30702 3.93427 5.75706
O 3.18420 3.19461 5.33605
N 1.96568 5.09084 5.13629
N 1.59994 3.66315 6.88107
H 1.24941 5.71220 5.46573
H 2.47024 5.32772 4.29674
H 1.82526 2.81226 7.37084
H 0.87662 4.25703 7.24375
C 6.78870 7.95901 3.30045
O 6.95290 9.02310 2.72151
N 6.50323 6.80723 2.64791
N 6.87802 7.83915 4.64989
H 6.36443 5.92370 3.10520
H 6.42841 6.85380 1.64509
H 7.08907 8.67407 5.17158
H 6.74694 6.97560 5.14444
C -7.29050 -10.09932 4.96436
O -6.45101 -9.33907 5.43204
N -7.39067 -10.34733 3.63831
N -8.19185 -10.75673 5.73629
H -8.07077 -10.96482 3.23404
H -6.73486 -9.87415 3.03192
H -8.14847 -10.59709 6.72960
H -8.88701 -11.38305 5.37357
C 0.34048 0.82868 -10.87702
O 0.63696 0.95827 -9.69732
N -0.91900 0.54350 -11.28658
N 1.24594 0.95885 -11.87561
H -1.18268 0.43304 -12.24882
H -1.62127 0.43882 -10.57235
H 2.19420 1.17089 -11.61059
H 1.02357 0.85643 -12.84903
*
```

Calculated values
**Kohn-Sham gap**: 6.06 eV
**E_HOMO**: -0.380 hartree
**DFT total energy**: -84411.5559 eV

---

[2]
Formula: C14H52O14
Source: OMol25
Level of theory: ωB97M-V/def2-TZVPD

```
! RIJCOSX wB97M-V def2-TZVPD def2/J DEFGRID3
* xyz 1 2
C -1.10849 2.52508 3.32967
O -1.22413 2.03805 2.01103
H -0.74422 1.81648 4.07352
H -0.36685 3.31430 3.20637
H -2.06340 2.97946 3.59383
H -1.40181 2.73363 1.37368
C 0.78346 -4.12004 2.11842
O 0.25324 -3.80372 0.85687
H 1.79536 -4.42159 1.84782
H 0.83931 -3.30485 2.83984
H 0.19769 -4.93084 2.55150
H 0.47855 -4.52941 0.27018
C -1.84030 -1.80821 3.73427
O -2.66964 -1.44200 4.90708
H -1.01428 -2.49335 3.92501
H -2.28626 -2.22832 2.83277
H -1.36091 -0.86942 3.45685
H -3.25717 -0.74390 4.60868
C 2.45561 -1.02606 4.45656
O 2.84522 0.12686 3.79267
H 2.88427 -1.82873 3.85651
H 2.82920 -0.88076 5.47018
H 1.39099 -1.25297 4.51318
H 2.22597 0.27164 3.07352
C -0.18426 1.00346 -3.56181
O -1.51182 0.77061 -3.34629
H -0.15225 1.43617 -4.56173
H 0.24784 1.77682 -2.92674
H 0.22749 -0.00572 -3.57311
H -1.87136 0.20678 -4.03507
C 3.76542 -4.33280 -1.92066
O 2.55946 -3.62818 -2.31160
H 4.23772 -3.64955 -1.21484
H 3.63410 -5.26154 -1.36542
H 4.50658 -4.39965 -2.71710
H 2.26220 -3.03101 -1.62123
C 1.89420 4.69867 0.83329
O 1.22299 4.22688 -0.28581
H 1.36612 5.47451 1.38764
H 1.83403 4.02251 1.68610
H 2.89905 5.10154 0.70653
H 1.68334 3.46474 -0.64474
C -2.06112 4.32071 -1.28851
O -1.36873 3.83860 -0.17723
H -2.91421 3.71176 -1.58768
H -2.43701 5.29777 -0.98491
H -1.29990 4.46519 -2.05517
H -0.44896 4.10813 -0.23186
C -1.20420 -2.78967 -2.71373
O -1.71342 -3.54689 -3.78697
H -0.32337 -2.20984 -2.98948
H -1.91301 -1.98144 -2.53356
H -0.99983 -3.28455 -1.76429
H -1.40423 -3.31585 -4.66597
C 2.93196 2.82571 -3.60646
O 2.97071 2.59841 -2.23972
H 3.75033 3.41814 -4.01558
H 2.92914 1.83597 -4.06309
H 2.06012 3.43244 -3.85118
H 3.76593 2.96020 -1.84180
C 0.67910 -0.50806 -0.65708
C 1.27726 0.80575 0.00352
O 1.11148 0.76675 1.49172
O 1.46107 -1.70645 -0.52025
H 0.83817 -0.32679 -1.72007
H -0.37445 -0.63595 -0.40854
H 0.76043 1.74961 -0.17000
H 2.32907 0.90726 -0.26388
H 0.20958 0.94364 1.76900
H 1.11945 -2.45138 -0.02026
C -3.34851 -1.32146 0.25454
C -3.70642 -0.28550 -0.79287
O -4.43248 -0.79905 -1.93173
O -4.47430 -1.63612 1.11499
H -2.57588 -0.90506 0.90087
H -3.05955 -2.28784 -0.15865
H -2.74231 0.01212 -1.20517
H -4.23896 0.57225 -0.38209
H -4.65655 -1.71260 -1.73982
H -4.75869 -0.86146 1.60552
*
```

Calculated values
**Kohn-Sham gap (spin up / spin down)**: 10.24 / 3.52 eV
**E_HOMO (spin up / spin down)**: -0.462 / -0.461 hartree
**DFT total energy**: -44009.4216 eV

---

[3]
Formula: C14H54CsO20
Source: OMol25
Level of theory: ωB97M-V/def2-TZVPD

```
! RIJCOSX wB97M-V def2-TZVPD def2/J DEFGRID3
* xyz 1 1
Cs 14.00448 -8.35831 24.27672
O 14.21711 -11.74464 20.65608
H 14.15968 -12.68436 20.48334
H 15.04841 -11.47874 20.26306
O 13.20923 -9.17103 20.77999
H 13.27426 -10.09608 21.01722
H 14.10965 -8.90840 20.58894
O 15.91445 -8.87006 21.18091
H 16.06963 -9.78856 20.96065
H 16.74073 -8.43164 20.97771
O 15.95721 -9.29334 27.40236
H 16.16812 -8.70107 28.12414
H 15.18271 -9.76976 27.70136
O 9.83757 -8.40992 22.38393
H 9.94517 -9.06216 21.69166
H 8.89264 -8.26502 22.43237
O 16.90908 -5.34113 20.57247
H 17.30224 -4.49889 20.80112
H 16.07283 -5.34994 21.03813
C 11.32175 -10.50907 25.25586
C 9.90672 -9.92580 25.12799
O 9.07790 -10.35424 26.23369
O 12.03882 -9.78526 26.36152
H 11.84211 -10.34414 24.31239
H 11.36517 -11.57352 25.48642
H 9.56509 -10.36538 24.19089
H 9.89295 -8.84391 24.99602
H 9.63243 -10.32162 27.01666
H 11.59090 -10.01050 27.18020
C 18.51238 -9.28618 25.01050
C 18.99916 -9.11501 23.49628
O 18.24903 -9.97113 22.65628
O 17.18995 -8.75995 25.22512
H 19.27153 -8.81298 25.63329
H 18.42184 -10.35332 25.21328
H 20.08344 -9.22649 23.49995
H 18.85719 -8.08297 23.17558
H 17.38849 -9.59502 22.45727
H 16.90975 -8.91978 26.12930
C 17.25503 -4.80284 24.57682
C 17.54477 -4.30883 26.01944
O 18.50384 -5.27978 26.53758
O 16.37924 -5.92834 24.63277
H 18.21721 -5.04738 24.12680
H 16.80698 -3.95897 24.05220
H 16.60398 -4.45498 26.55015
H 17.87072 -3.26893 26.04107
H 18.33082 -5.22594 27.48032
H 16.97551 -6.62719 24.91149
C 13.56277 -4.40597 26.66533
C 13.86085 -5.69051 27.45093
O 13.21697 -6.76975 26.92775
O 13.78804 -4.48397 25.22826
H 14.28452 -3.67246 27.02469
H 12.57751 -4.06685 26.98529
H 13.51909 -5.46207 28.46044
H 14.92029 -5.91591 27.57287
H 12.74461 -7.13985 27.67709
H 14.64903 -4.89285 25.11373
C 13.09925 -4.81888 20.87950
C 12.12816 -6.03228 20.99959
O 11.78910 -6.27200 22.35051
O 14.28870 -5.11239 21.54546
H 12.58617 -3.98241 21.35400
H 13.18073 -4.52711 19.83244
H 12.58259 -6.91010 20.54022
H 11.18528 -5.81908 20.49598
H 10.94292 -6.71669 22.26205
H 14.12983 -4.99052 22.48434
C 10.38268 -12.19419 21.06900
C 10.86042 -11.75799 19.66089
O 10.65281 -10.32317 19.48151
O 11.38750 -11.69034 22.00239
H 10.39763 -13.28336 21.10893
H 9.41491 -11.80256 21.38228
H 10.24339 -12.18297 18.86920
H 11.87163 -12.06239 19.39089
H 11.36564 -9.84383 19.91013
H 12.24588 -11.99952 21.70373
C 15.39467 -12.30693 24.17554
C 14.67037 -13.64381 24.23440
O 14.24541 -14.26943 23.03752
O 14.53533 -11.35661 23.51870
H 16.22506 -12.42233 23.47895
H 15.59436 -11.83235 25.13627
H 13.92277 -13.51936 25.01779
H 15.45241 -14.26115 24.67646
H 13.44388 -14.76876 23.21022
H 14.42867 -11.77956 22.66352
*
```

Calculated values
**Kohn-Sham gap**: 9.27 eV
**E_HOMO**: -0.436 hartree
**DFT total energy**: -56884.3117 eV